1.
The following is a quantum chemistry calculation of an isolated molecule of C5H10O, from the Open Molecules 2025 dataset.

The geometry in XYZ format:
```
16
Properties=species:S:1:pos:R:3:forces:R:3:nbo_charge:R:1
C 2.008 0.086 0.435 0.035 -0.010 0.004 -0.6205
C 0.671 0.566 -0.108 0.224 -0.056 -0.225 0.0964
C -0.087 -0.451 -0.984 0.125 -0.019 -0.058 -0.4295
C -1.539 -0.253 -0.552 -0.143 0.050 0.008 -0.4281
C -1.379 0.109 0.921 -0.235 -0.100 -0.006 -0.0640
O -0.190 0.877 0.990 -0.089 0.039 0.135 -0.5356
H 2.381 0.809 1.167 -0.013 -0.105 -0.127 0.2202
H 2.754 -0.017 -0.361 -0.142 0.002 0.075 0.2072
H 1.896 -0.882 0.937 -0.008 0.137 -0.068 0.2033
H 0.824 1.497 -0.673 -0.022 -0.101 0.088 0.1679
H 0.063 -0.265 -2.053 0.014 -0.032 0.212 0.2181
H 0.253 -1.474 -0.775 -0.061 0.179 0.047 0.2010
H -2.175 -1.127 -0.716 0.119 0.098 0.035 0.2156
H -1.980 0.595 -1.086 0.043 -0.107 0.043 0.2029
H -1.297 -0.791 1.553 0.029 0.113 -0.133 0.1581
H -2.204 0.719 1.305 0.125 -0.088 -0.029 0.1870
```
Forces are in eV/Å.

Output
Frontier orbital gap in eV: 10.60
Relative energy (zero: lowest compared OMol25 entry of this formula, charge and spin) in kJ/mol: 32.9
Structure (SMILES): C[C@H]1CCCO1
LUMO energy in eV: 1.13

***

2.
The following is a quantum chemistry calculation of a structure of composition C15H10Cl10MnN2, from the Open Molecules 2025 dataset.

The geometry in XYZ format:
```
38
Properties=species:S:1:pos:R:3:forces:R:3:nbo_charge:R:1
Mn 0.065 0.119 -0.467 0.092 -0.168 0.398 1.2895
Cl -2.862 -0.946 -0.419 -0.099 0.004 -0.027 0.0670
C -1.819 -1.816 0.662 0.177 0.046 0.027 -0.0766
C -0.491 -1.420 0.701 -0.372 -0.055 -0.071 -0.3771
C 0.381 -2.151 1.484 -0.119 0.062 -0.085 -0.0750
Cl 2.053 -1.696 1.458 0.206 0.042 0.006 0.0396
C -0.045 -3.221 2.264 -0.092 0.002 -0.032 -0.0852
Cl 1.063 -4.093 3.233 0.024 0.006 0.009 0.0960
C -1.399 -3.572 2.239 -0.030 0.027 -0.016 -0.0627
Cl -1.958 -4.873 3.195 0.009 -0.010 0.009 0.1042
C -2.299 -2.874 1.424 0.087 -0.040 0.056 -0.0822
Cl -3.948 -3.320 1.364 -0.021 0.009 -0.014 0.0983
N 1.961 1.117 -0.672 0.060 0.068 0.074 -0.8820
C 2.692 1.061 -1.962 0.029 0.028 -0.021 -0.2155
C 2.720 -0.339 -2.555 0.015 0.011 -0.043 -0.4364
C 1.387 -0.837 -3.096 0.050 -0.010 -0.090 -0.2178
N 0.452 -1.242 -2.014 0.054 -0.125 -0.015 -0.8716
H 1.851 2.089 -0.387 0.006 -0.046 0.003 0.4064
H 2.527 0.682 0.058 -0.020 0.047 -0.049 0.3997
H 3.713 1.420 -1.822 -0.020 0.007 -0.015 0.2177
H 2.195 1.746 -2.651 0.004 -0.006 0.006 0.2086
H 3.127 -1.055 -1.833 -0.016 0.002 0.013 0.2175
H 3.426 -0.323 -3.388 -0.002 -0.015 0.000 0.2526
H 1.557 -1.685 -3.762 -0.030 0.020 0.009 0.2210
H 0.900 -0.054 -3.681 0.005 -0.005 0.014 0.2072
H 0.810 -2.080 -1.553 -0.017 0.039 -0.055 0.4030
H -0.441 -1.522 -2.418 0.035 0.000 0.050 0.4106
Cl -0.135 0.653 3.282 0.058 -0.047 0.077 0.0707
C -0.874 1.713 2.147 -0.014 -0.056 -0.189 -0.0896
C -0.742 1.464 0.786 0.008 0.101 -0.060 -0.2959
C -1.326 2.367 -0.078 -0.026 0.044 0.002 -0.0892
Cl -1.096 2.003 -1.802 -0.061 0.068 0.010 0.0656
C -2.051 3.483 0.306 0.039 -0.079 0.156 -0.0890
Cl -2.749 4.540 -0.840 0.007 -0.006 -0.053 0.0985
C -2.188 3.696 1.681 -0.021 0.011 -0.017 -0.0623
Cl -3.082 5.043 2.237 0.014 -0.005 -0.016 0.1071
C -1.598 2.817 2.600 -0.032 0.035 -0.015 -0.0742
Cl -1.775 3.104 4.278 0.015 -0.006 -0.032 0.1014
```
Forces are in eV/Å.

Output
Frontier orbital gap (spin up / spin down) in eV: 7.72 / 8.30
Charge: +1
LUMO energy (spin up / spin down) in eV: -4.25 / -3.65
2S+1: 5

***

3.
The following is a quantum chemistry calculation of a structure of composition C25H49N8SSbV at a distorted geometry, from the Open Molecules 2025 dataset.

The geometry in XYZ format:
```
85
Properties=species:S:1:pos:R:3:forces:R:3:mulliken_spin:R:1
V 1.213 0.741 -0.769 -0.845 1.102 -0.019 2.0680
N 2.012 2.175 -2.043 -0.258 0.573 0.685 -0.0572
C 2.757 3.290 -1.404 0.385 0.509 0.287 0.0120
C 1.835 4.206 -0.576 1.002 -0.090 0.971 0.0027
C 1.141 3.500 0.607 0.855 -0.135 -0.102 0.0348
N 0.244 2.428 0.034 -1.004 0.210 0.568 -0.0847
H 2.671 1.660 -2.737 -0.376 0.955 0.438 -0.0075
H 1.180 2.595 -2.499 0.735 -0.463 -0.230 0.0126
H 3.259 3.931 -2.131 -0.328 -0.135 -0.464 0.0029
H 3.631 2.894 -0.842 -0.870 -0.019 0.090 -0.0072
H 1.081 4.695 -1.189 -0.100 -0.012 -0.302 0.0002
H 2.478 5.032 -0.192 -0.539 -0.532 -0.098 0.0004
H 0.613 4.228 1.245 -0.114 -0.443 -0.365 0.0048
H 1.901 2.985 1.232 -0.422 0.347 -0.260 -0.0130
H -0.298 2.889 -0.719 0.044 -0.379 0.470 0.0102
H -0.485 2.071 0.702 0.817 0.563 -0.600 -0.0053
N 1.769 -2.133 -3.491 0.394 0.654 0.330 0.0058
C 0.468 -2.295 -3.034 0.981 0.115 -0.769 -0.0205
C 0.083 -1.120 -2.476 -0.023 -1.600 -0.544 -0.0129
N 1.168 -0.243 -2.554 -0.621 -0.331 0.701 0.0493
C 2.178 -0.868 -3.187 -1.872 -1.256 -1.111 0.0338
C 3.282 -0.250 -3.861 1.443 0.964 0.143 0.0009
N 3.775 0.939 -3.497 0.797 -1.607 -1.241 0.0030
C 4.946 1.100 -4.247 -0.774 1.927 1.512 0.0008
C 5.123 0.032 -5.029 0.411 -1.519 -1.655 -0.0008
N 4.020 -0.816 -4.867 0.817 -0.109 1.067 -0.0010
H 2.360 -2.837 -3.960 -0.803 0.498 0.427 -0.0003
H -0.020 -3.201 -3.285 -0.617 -0.559 0.195 0.0001
H -0.946 -0.984 -2.091 1.221 0.630 -0.120 -0.0203
H 5.541 2.037 -4.134 -0.525 -1.212 -0.268 0.0001
H 5.949 -0.195 -5.717 -0.735 0.072 0.343 -0.0001
H 3.970 -1.799 -5.186 0.129 1.206 0.074 0.0000
C -4.257 -0.038 2.986 0.882 -0.327 0.271 -0.0053
C -3.038 0.618 2.254 -0.399 -0.971 -1.021 -0.0139
C -3.457 1.974 1.635 0.797 0.163 0.255 0.0007
C -1.884 0.782 3.234 0.320 0.235 -1.134 0.0126
Sb -2.156 -0.596 0.470 -0.412 -0.361 0.790 0.0557
C -1.707 -2.816 1.155 -1.293 1.640 -0.881 -0.0118
C -2.276 -3.703 0.063 0.268 -0.816 -0.823 0.0011
C -0.209 -2.845 1.177 0.550 0.330 0.570 0.0069
C -2.320 -3.142 2.497 0.250 0.522 0.915 -0.0052
C -3.827 -0.540 -1.096 0.141 -0.204 0.575 -0.0090
C -5.178 -0.617 -0.393 -0.701 0.675 0.442 -0.0015
C -3.702 -1.698 -2.112 0.439 0.125 -0.315 -0.0009
C -3.607 0.785 -1.848 -0.152 0.116 0.999 0.0006
H -4.544 0.595 3.854 0.140 -0.199 -0.535 -0.0002
H -4.004 -1.045 3.413 -0.184 0.925 -0.465 0.0003
H -5.119 -0.140 2.329 0.053 0.003 0.223 0.0006
H -3.713 2.585 2.508 -0.161 0.333 -0.292 -0.0001
H -4.303 1.951 0.944 -0.022 -0.290 0.335 -0.0002
H -2.650 2.514 1.066 -0.388 -0.527 0.624 -0.0010
H -2.185 1.493 3.977 0.088 0.532 0.592 -0.0001
H -0.977 1.128 2.706 -0.166 0.450 0.084 0.0021
H -1.548 -0.115 3.715 -0.279 -0.774 0.360 0.0009
H -1.933 -3.466 -0.961 0.096 0.223 0.481 0.0004
H -3.366 -3.773 -0.010 0.190 0.227 0.451 -0.0003
H -1.918 -4.733 0.206 -0.074 0.060 0.249 0.0000
H 0.231 -2.610 0.214 0.036 -0.237 -0.404 0.0014
H 0.132 -3.826 1.518 0.142 -0.035 -0.085 -0.0001
H 0.211 -2.083 1.857 -0.188 -0.301 0.086 0.0001
H -3.399 -2.980 2.599 0.080 -0.672 -0.632 0.0006
H -1.969 -2.476 3.310 0.454 -0.398 -0.361 0.0001
H -2.002 -4.179 2.724 -0.516 0.387 0.198 0.0001
H -5.378 -1.574 0.051 0.116 -0.860 -0.071 0.0004
H -6.005 -0.438 -1.114 0.493 0.044 0.315 -0.0010
H -5.333 0.045 0.489 0.310 0.087 -1.098 -0.0009
H -3.747 -2.719 -1.733 -0.220 0.387 0.357 0.0000
H -2.733 -1.647 -2.655 -0.614 0.107 -0.004 0.0003
H -4.522 -1.631 -2.845 0.316 0.223 0.086 -0.0001
H -3.678 1.734 -1.274 -0.027 -0.773 0.055 -0.0008
H -4.337 0.867 -2.633 -0.300 -0.015 -0.567 0.0000
H -2.620 0.734 -2.263 0.606 0.235 -0.648 -0.0003
C 5.517 -0.423 2.419 0.846 -0.270 -1.553 -0.0005
N 4.216 -0.108 2.935 -2.385 1.347 0.966 -0.0039
C 3.962 0.157 4.312 -0.819 -0.143 -1.498 -0.0005
C 2.659 0.572 4.408 0.555 -0.951 -0.442 -0.0036
N 2.118 0.516 3.105 0.529 0.463 0.395 -0.0112
C 3.080 0.198 2.222 0.966 -0.948 0.732 0.0250
S 3.025 0.136 0.464 0.407 -0.043 0.468 -0.0555
H 6.120 0.488 2.305 -0.241 -0.188 -0.099 -0.0006
H 5.418 -0.944 1.432 0.124 0.513 0.921 -0.0002
H 6.049 -1.074 3.097 -0.084 -0.247 0.242 -0.0002
H 4.730 -0.048 5.055 -0.344 0.239 -0.190 -0.0002
H 2.080 0.765 5.307 0.031 0.087 -0.458 0.0000
H 1.152 0.704 2.825 0.537 -0.052 0.390 0.0080
```
Forces are in eV/Å.

Output
Frontier orbital gap (spin up / spin down) in eV: 5.43 / 6.51
Charge: +3
Relative energy (zero: lowest compared OMol25 entry of this formula, charge and spin) in kJ/mol: 0.0
LUMO energy (spin up / spin down) in eV: -9.95 / -8.93
2S+1: 3

***

4.
The following is a quantum chemistry calculation of an isolated molecule of C4H8N2O at a distorted geometry, from the Open Molecules 2025 dataset.

The geometry in XYZ format:
```
15
Properties=species:S:1:pos:R:3:forces:R:3:nbo_charge:R:1
H -0.024 -1.109 -2.121 2.823 0.582 3.204 0.4000
N 0.894 -1.087 -1.461 -0.685 0.155 -1.658 -0.7622
C 1.114 -0.182 -0.562 -3.873 -1.220 -2.316 0.4031
N 2.348 0.029 -0.077 3.354 -2.805 3.315 -0.8073
C 0.110 0.697 0.099 0.261 2.936 1.884 -0.3114
C -0.861 0.041 1.156 2.977 1.245 3.122 -0.4287
C -1.403 0.478 -0.001 -2.438 4.661 -5.351 0.0905
O -1.627 -0.272 -1.190 -4.217 -2.755 3.708 -0.6795
H 2.344 0.540 0.894 0.137 -1.706 -2.442 0.3795
H 2.817 -1.036 -0.038 -1.069 4.010 -0.118 0.4092
H 0.668 1.736 0.368 -2.048 -2.322 -0.376 0.2217
H -1.062 0.745 1.951 -0.059 -0.199 0.313 0.2242
H -0.783 -0.911 1.481 0.589 -3.167 0.681 0.2238
H -2.233 1.323 0.247 2.083 -1.497 -1.482 0.1730
H -2.301 -0.991 -0.746 2.162 2.083 -2.484 0.4641
```
Forces are in eV/Å.

Output
Frontier orbital gap in eV: 9.17
Relative energy (zero: lowest compared OMol25 entry of this formula, charge and spin) in kJ/mol: 500.7
Structure (SMILES): [H]/N=C(/N)[C@@H]1C[C@@H]1O
LUMO energy in eV: 0.63

***

5.
The following is a quantum chemistry calculation of a structure of composition C20H41N2OP2STm at a distorted geometry, from the Open Molecules 2025 dataset.

The geometry in XYZ format:
```
68
Properties=species:S:1:pos:R:3:forces:R:3:nbo_charge:R:1
Tm 0.259 -0.283 0.111 0.947 0.639 -1.900 1.5907
P 1.169 1.857 1.445 0.814 0.746 0.172 0.7121
P -1.610 -1.620 -1.269 0.000 -0.688 -0.956 0.7168
N -1.973 1.000 0.753 -0.078 -0.544 0.778 -0.6939
C -0.423 2.438 2.185 -0.193 0.367 0.634 -0.7227
H -0.223 2.607 3.254 -0.085 0.142 -0.187 0.2656
H -0.653 3.435 1.770 -0.015 -0.480 0.012 0.2620
C -1.652 1.501 2.131 0.084 0.336 0.222 -0.2296
H -1.521 0.651 2.826 0.101 0.165 -0.422 0.1992
H -2.531 2.057 2.515 0.429 -0.248 -0.023 0.2315
C -2.953 -0.131 0.851 -0.294 -0.165 -0.109 -0.2288
H -3.938 0.288 1.123 0.263 -0.280 -0.072 0.2310
H -2.689 -0.797 1.691 0.207 0.203 -0.335 0.1996
C -3.112 -0.941 -0.453 -0.791 -0.241 0.125 -0.7279
H -3.683 -0.378 -1.207 0.268 0.003 0.266 0.2624
H -3.745 -1.803 -0.202 -0.055 0.172 -0.086 0.2667
C -1.557 -3.448 -0.946 -0.289 -0.062 0.470 -0.4787
C -0.183 -4.085 -1.187 0.208 -0.004 -0.080 -0.6088
H -0.261 -5.178 -1.088 -0.031 0.326 -0.017 0.2457
H 0.560 -3.754 -0.451 -0.138 -0.022 -0.224 0.1945
H 0.211 -3.874 -2.187 -0.070 -0.067 0.225 0.2294
C -1.832 -1.346 -3.088 -0.146 0.486 -0.020 -0.4680
C -0.688 -1.926 -3.933 0.060 -0.039 -0.046 -0.6144
H -0.813 -1.600 -4.977 0.008 -0.098 0.350 0.2488
H -0.683 -3.025 -3.932 -0.060 0.329 -0.006 0.2161
H 0.293 -1.569 -3.597 -0.125 -0.107 -0.041 0.2192
C 1.877 3.314 0.548 -0.387 0.143 -0.256 -0.4687
C 3.250 3.021 -0.072 0.101 0.000 -0.049 -0.6149
H 3.544 3.869 -0.708 -0.109 -0.232 0.202 0.2488
H 3.232 2.129 -0.710 0.038 0.091 0.116 0.2190
H 4.035 2.896 0.686 -0.250 0.081 -0.176 0.2160
C 2.307 1.400 2.840 -0.331 -0.132 0.384 -0.4784
C 3.485 0.519 2.406 0.147 -0.092 -0.134 -0.6096
H 4.173 0.385 3.253 -0.219 0.060 -0.205 0.2461
H 4.060 0.957 1.583 -0.113 -0.114 0.190 0.2291
H 3.161 -0.484 2.101 0.072 0.239 -0.012 0.1945
C 2.221 -0.643 -1.485 0.552 -2.435 2.164 0.1662
C -3.206 -1.749 -3.629 -0.146 -0.099 -0.268 -0.6194
H -3.319 -2.838 -3.697 0.010 0.409 -0.011 0.2247
H -4.030 -1.352 -3.026 0.103 -0.114 -0.164 0.2089
H -3.320 -1.347 -4.645 0.027 -0.072 0.288 0.2448
C 1.870 4.622 1.342 0.161 0.271 0.025 -0.6192
H 2.100 5.452 0.659 -0.099 -0.224 0.163 0.2449
H 0.897 4.834 1.798 0.217 0.026 -0.054 0.2093
H 2.633 4.630 2.129 -0.279 0.046 -0.290 0.2248
C 2.783 2.585 3.679 0.215 0.102 0.367 -0.6187
H 3.236 2.213 4.610 -0.138 0.037 -0.257 0.2405
H 3.561 3.168 3.169 -0.231 -0.198 0.072 0.2221
H 1.969 3.258 3.969 0.136 -0.053 -0.089 0.2177
C -2.661 -4.241 -1.644 -0.198 -0.409 -0.024 -0.6186
H -2.459 -4.378 -2.714 0.007 0.090 0.289 0.2221
H -2.717 -5.249 -1.208 0.058 0.277 -0.068 0.2403
H -3.651 -3.789 -1.526 0.134 -0.037 -0.077 0.2170
H -1.748 -3.499 0.139 -0.032 -0.006 -0.101 0.2232
H 1.658 0.778 3.480 0.056 0.100 -0.041 0.2240
H -1.757 -0.245 -3.149 -0.035 -0.237 -0.049 0.2351
H 1.157 3.420 -0.285 0.184 0.037 0.155 0.2355
O 3.132 -0.818 -2.219 -1.537 1.180 0.223 -0.4355
H -2.569 1.752 0.403 0.749 -0.002 -0.777 0.4111
H 1.329 0.179 -1.538 -0.297 2.146 -2.111 -0.1381
S 2.018 -3.509 2.395 -1.100 0.631 0.343 0.6199
C 0.640 -3.213 3.441 0.141 0.205 -0.407 -0.3701
C -0.144 -2.204 2.973 1.298 -0.118 -1.199 -0.0462
N 0.353 -1.656 1.768 1.187 -1.755 1.039 -0.6787
C 1.512 -2.265 1.345 -1.221 -0.541 2.006 -0.2254
H 0.456 -3.779 4.346 0.217 -0.055 -0.156 0.2855
H -1.056 -1.810 3.417 0.339 -0.152 -0.165 0.2488
H 2.085 -2.004 0.431 -0.446 0.034 0.381 0.3034
```
Forces are in eV/Å.

Output
Frontier orbital gap (spin up / spin down) in eV: 6.53 / 6.57
Charge: +2
Relative energy (zero: lowest compared OMol25 entry of this formula, charge and spin) in kJ/mol: 0.0
LUMO energy (spin up / spin down) in eV: -6.65 / -6.63
2S+1: 3